--- w ---
Here is a single C4H12N2S molecule from the Open Molecules 2025 dataset. Energies are from the ωB97M-V functional and the def2-TZVPD basis.

Structure (XYZ):
```
19
Properties=species:S:1:pos:R:3
C 0.930 -1.810 -0.743
N -0.128 -1.566 0.235
C -0.465 -0.125 0.310
C 0.803 0.781 0.338
N 0.733 1.823 1.378
C -1.264 0.186 -0.847
S -1.978 1.809 -0.744
H 1.950 -1.594 -0.346
H 0.725 -1.233 -1.638
H 1.063 -2.836 -1.191
H -0.095 -1.979 1.092
H -1.003 0.037 1.303
H 1.660 0.216 0.409
H 0.761 1.248 -0.525
H 1.384 2.592 1.025
H 0.934 1.505 2.324
H -2.231 -0.423 -0.767
H -0.872 -0.235 -1.856
H -2.907 1.605 0.244
```

Properties
- structure (SMILES) = CN[C@@H](CN)CS
- lowest unoccupied orbital energy (hartree) = 0.0357
- molar mass (g mol⁻¹) = 120.22
- net charge = 0

--- x ---
Here is 2 unconnected molecules or ions with the total composition C4H12N2S from the Open Molecules 2025 dataset. Energies are from the ωB97M-V functional and the def2-TZVPD basis.

Structure (XYZ):
```
19
Properties=species:S:1:pos:R:3
C -0.667 1.579 -2.370
N -0.958 1.980 -0.998
C -0.454 1.331 0.025
N -0.689 1.642 1.288
H -1.246 2.206 -3.040
H -0.972 0.547 -2.519
H 0.390 1.699 -2.590
H -1.558 2.772 -0.829
H 0.093 0.392 -0.106
H -1.460 2.242 1.546
H -0.509 0.860 1.916
C 2.269 -1.308 1.041
C 1.229 -1.877 0.077
S -0.505 -1.577 0.583
H 2.236 -1.833 1.994
H 2.077 -0.256 1.261
H 3.275 -1.387 0.617
H 1.383 -2.959 0.008
H 1.399 -1.475 -0.930
```

Properties
- lowest unoccupied orbital energy (hartree) = 0.0074
- molar mass (g mol⁻¹) = 120.22
- net charge = 0

--- y ---
Here is a single C4H12N2S molecule from the Open Molecules 2025 dataset. Energies are from the ωB97M-V functional and the def2-TZVPD basis.

Structure (XYZ):
```
19
Properties=species:S:1:pos:R:3
C 2.072 -0.730 -2.472
N 1.798 -1.424 -1.220
C 0.460 -1.255 -0.554
C 0.234 0.093 0.083
N -0.354 1.106 -0.878
C -0.812 -0.262 1.237
S -1.724 1.152 1.904
H 1.701 0.250 -2.567
H 1.453 -1.203 -3.305
H 3.086 -0.888 -2.829
H 2.436 -1.144 -0.528
H -0.276 -1.191 -1.376
H 0.395 -2.134 0.038
H 1.254 0.353 0.425
H 0.305 1.883 -0.764
H -1.357 1.423 -0.618
H -1.604 -0.780 0.687
H -0.339 -0.899 2.092
H -1.311 1.048 3.200
```

Properties
- structure (SMILES) = CNC[C@@H](N)CS
- lowest unoccupied orbital energy (hartree) = 0.0277
- molar mass (g mol⁻¹) = 120.22
- net charge = 0

Stability, lowest: w

--- w ---
Here is a single C4H12N2S molecule from the Open Molecules 2025 dataset. Energies are from the ωB97M-V functional and the def2-TZVPD basis.

Structure (XYZ):
```
19
Properties=species:S:1:pos:R:3
N -0.360 -2.766 1.644
C 0.371 -1.530 1.440
C -0.249 -0.713 0.353
N 0.341 0.630 0.257
C -0.423 1.612 -0.499
C 0.355 2.209 -1.685
S -0.003 1.431 -3.287
H 0.202 -3.595 1.688
H -1.107 -2.743 2.315
H 0.497 -0.981 2.383
H 1.410 -1.807 1.252
H -1.320 -0.625 0.552
H -0.127 -1.211 -0.611
H 0.655 0.952 1.164
H -0.769 2.398 0.179
H -1.307 1.127 -0.900
H 0.087 3.261 -1.804
H 1.423 2.169 -1.514
H 0.324 0.184 -2.928
```

Properties
- structure (SMILES) = NCCNCCS
- lowest unoccupied orbital energy (hartree) = 0.0371
- molar mass (g mol⁻¹) = 120.22
- net charge = 0

--- x ---
Here is a molecular structure, C4H12N2S from the Open Molecules 2025 dataset. Energies are from the ωB97M-V functional and the def2-TZVPD basis.

Structure (XYZ):
```
19
Properties=species:S:1:pos:R:3
C -0.832 0.883 0.284
N 0.044 -0.221 0.750
C 1.421 0.017 0.805
C 2.236 -0.948 -0.004
S 1.593 -1.167 -1.651
C -1.837 0.375 -0.748
N -2.733 -0.668 -0.297
H -0.266 1.708 -0.165
H -1.378 1.284 1.139
H 0.038 -0.928 -0.004
H 1.597 1.065 0.089
H 1.805 0.141 1.816
H 2.261 -1.890 0.554
H 3.267 -0.604 -0.031
H 2.004 1.702 -0.205
H -1.275 -0.007 -1.601
H -2.421 1.234 -1.109
H -2.290 -1.566 -0.169
H -3.235 -0.412 0.547
```

Properties
- lowest unoccupied orbital energy (hartree) = -0.0678
- molar mass (g mol⁻¹) = 120.22
- net charge = 0

Stability, lowest: x

--- w ---
Here is a single C4H12N2S molecule from the Open Molecules 2025 dataset. Energies are from the ωB97M-V functional and the def2-TZVPD basis.

Structure (XYZ):
```
19
Properties=species:S:1:pos:R:3
C 2.114 -0.557 -0.514
N 1.392 -0.388 0.781
C -0.015 0.069 0.712
C -0.159 1.222 -0.268
N -1.512 1.814 -0.306
C -0.808 -1.193 0.388
S -2.616 -1.092 0.170
H 3.041 -1.128 -0.424
H 2.252 0.424 -0.964
H 1.452 -0.994 -1.326
H 1.994 0.273 1.251
H -0.162 0.535 1.709
H 0.541 1.976 0.127
H 0.085 0.973 -1.304
H -2.213 1.199 -0.709
H -1.520 2.652 -0.893
H -0.748 -1.936 1.189
H -0.396 -1.672 -0.503
H -2.722 -2.177 0.886
```

Properties
- structure (SMILES) = CN[C@@H](CN)CS
- lowest unoccupied orbital energy (hartree) = 0.0333
- molar mass (g mol⁻¹) = 120.22
- net charge = 0

--- x ---
Here is a single C4H12N2S molecule from the Open Molecules 2025 dataset. Energies are from the ωB97M-V functional and the def2-TZVPD basis.

Structure (XYZ):
```
19
Properties=species:S:1:pos:R:3
N -0.655 0.716 -3.051
C -0.118 -0.629 -2.464
C 0.445 -0.519 -1.052
N -0.468 -0.309 0.136
C 0.456 0.053 1.275
C -0.179 0.059 2.623
S 0.708 1.306 3.825
H -1.560 0.416 -3.380
H -0.686 1.425 -2.276
H -0.765 -1.579 -2.461
H 0.716 -0.813 -3.055
H 1.020 -1.379 -0.738
H 1.158 0.364 -1.109
H -0.841 -1.221 0.188
H 1.190 -0.767 1.232
H 0.866 1.054 1.135
H -0.134 -0.851 3.218
H -1.285 0.328 2.658
H 0.131 2.345 3.296
```

Properties
- structure (SMILES) = NCCNCCS
- lowest unoccupied orbital energy (hartree) = 0.0324
- molar mass (g mol⁻¹) = 120.22
- net charge = 0

--- y ---
Here is 2 unconnected molecules or ions with the total composition C4H12N2S from the Open Molecules 2025 dataset. Energies are from the ωB97M-V functional and the def2-TZVPD basis.

Structure (XYZ):
```
19
Properties=species:S:1:pos:R:3
H -3.710 0.365 1.299
N -2.882 0.070 0.788
C -3.124 -0.253 -0.422
N -2.147 -0.684 -1.265
H -4.104 -0.127 -0.880
H -2.429 -0.614 -2.226
H -1.194 -0.401 -1.104
C 2.953 -0.443 0.796
C 1.773 -0.392 -0.200
C 0.977 0.927 -0.048
S -0.009 1.006 1.460
H 3.606 0.406 0.591
H 3.540 -1.347 0.640
H 2.621 -0.384 1.830
H 2.244 -0.378 -1.184
H 1.128 -1.252 -0.032
H 0.400 1.025 -0.968
H 1.725 1.721 -0.028
H -1.368 0.754 0.953
```

Properties
- structure (SMILES) = [H]/N=C/N.CCCS
- lowest unoccupied orbital energy (hartree) = 0.0249
- molar mass (g mol⁻¹) = 120.22
- net charge = 0

--- z ---
Here is a single C4H12N2S molecule from the Open Molecules 2025 dataset. Energies are from the ωB97M-V functional and the def2-TZVPD basis.

Structure (XYZ):
```
19
Properties=species:S:1:pos:R:3
N -2.513 -0.208 0.137
C -1.750 0.086 -1.171
C -0.333 0.891 -1.065
N 0.261 0.892 0.287
C 0.546 -0.333 0.932
C 1.965 -0.619 1.367
S 3.380 -0.576 0.087
H -2.623 -1.149 0.478
H -3.473 -0.030 -0.069
H -2.298 0.716 -1.886
H -1.602 -0.818 -1.767
H 0.376 0.414 -1.832
H -0.335 1.961 -1.435
H 0.893 1.670 0.273
H 0.081 -0.526 1.908
H 0.278 -1.348 0.360
H 1.952 -1.661 1.790
H 2.257 0.121 2.156
H 2.938 0.518 -0.548
```

Properties
- structure (SMILES) = NCCNCCS
- lowest unoccupied orbital energy (hartree) = 0.0349
- molar mass (g mol⁻¹) = 120.22
- net charge = 0

Stability, lowest: z

--- w ---
Here is 2 unconnected molecules or ions with the total composition C4H12N2S from the Open Molecules 2025 dataset. Energies are from the ωB97M-V functional and the def2-TZVPD basis.

Structure (XYZ):
```
19
Properties=species:S:1:pos:R:3
C 0.120 -1.805 -1.612
N -1.303 -1.638 -1.378
C -1.839 -0.506 -1.541
N -1.260 0.729 -1.712
H 0.261 -2.109 -2.652
H 0.519 -2.587 -0.970
H 0.721 -0.901 -1.452
H -2.923 -0.447 -1.565
H -1.757 1.526 -1.355
H -0.259 0.825 -1.698
C 1.190 -0.119 1.222
C 1.066 1.094 2.124
S -0.125 2.351 1.528
H 1.737 0.101 0.308
H 0.204 -0.489 0.950
H 1.703 -0.922 1.751
H 0.669 0.806 3.093
H 2.036 1.562 2.270
H -0.759 2.528 2.690
```

Properties
- structure (SMILES) = C/N=C\N.CCS
- lowest unoccupied orbital energy (hartree) = 0.0274
- molar mass (g mol⁻¹) = 120.22
- net charge = 0

--- x ---
Here is a single C4H12N2S molecule from the Open Molecules 2025 dataset. Energies are from the ωB97M-V functional and the def2-TZVPD basis.

Structure (XYZ):
```
19
Properties=species:S:1:pos:R:3
N 2.413 -0.009 -1.389
C 1.625 -1.364 -1.252
C 0.219 -1.018 -0.885
N 0.175 0.067 0.183
C -1.226 0.447 0.419
C -1.373 0.987 1.831
S -3.104 1.421 2.270
H 2.602 0.177 -0.403
H 3.291 -0.412 -1.726
H 2.086 -1.873 -0.404
H 1.701 -1.949 -2.161
H -0.373 -1.872 -0.458
H -0.429 -0.909 -1.756
H 0.591 0.766 -0.433
H -1.730 -0.508 0.336
H -1.586 1.235 -0.267
H -0.945 0.379 2.634
H -0.747 1.899 1.928
H -3.190 2.536 1.532
```

Properties
- structure (SMILES) = NCCNCCS
- lowest unoccupied orbital energy (hartree) = 0.0367
- molar mass (g mol⁻¹) = 120.22
- net charge = 0

Stability, lowest: x

--- w ---
Here is a gas-phase ion, C5H8NO (charge +1) from the Open Molecules 2025 dataset. Energies are from the ωB97M-V functional and the def2-TZVPD basis.

Structure (XYZ):
```
15
Properties=species:S:1:pos:R:3
C 0.002 0.018 1.783
C 0.425 0.291 0.531
C 1.684 0.875 0.208
N -0.465 -0.080 -0.477
C -0.949 0.568 -1.421
C -1.243 -1.736 -0.593
O -1.930 -1.968 -1.457
H -1.102 -0.369 1.906
H 0.512 0.439 2.560
H 2.398 0.116 -0.226
H 2.131 1.116 1.071
H 1.623 1.565 -0.621
H -0.729 1.637 -1.484
H -1.591 -0.119 -2.013
H -0.764 -2.353 0.232
```

Properties
- structure (SMILES) = C=C(C)[N+](=C)C=O
- lowest unoccupied orbital energy (hartree) = -0.1893
- molar mass (g mol⁻¹) = 98.12
- net charge = +1

--- x ---
Here is 2 unconnected molecules or ions with the total composition C5H8NO from the Open Molecules 2025 dataset. Energies are from the ωB97M-V functional and the def2-TZVPD basis.

Structure (XYZ):
```
15
Properties=species:S:1:pos:R:3
C -1.795 -1.258 -1.191
C 1.628 1.120 1.053
C 1.648 0.352 -0.241
C 0.380 0.920 0.233
C -0.800 0.153 0.658
N -1.589 -0.552 -0.283
O -2.916 -2.670 -1.874
H 1.677 0.499 1.873
H 1.988 2.072 1.295
H 1.888 0.796 -1.116
H 1.995 -0.659 -0.101
H 0.070 1.805 -0.458
H -0.467 -0.425 1.496
H -1.375 1.036 1.020
H -2.332 -3.191 -2.364
```

Properties
- lowest unoccupied orbital energy (hartree) = -0.3215
- molar mass (g mol⁻¹) = 98.12
- net charge = +1

Stability, lowest: x